The following is a DFT calculation (ωB97M-V/def2-TZVPD) of 2 unconnected molecules or ions with the total composition C5H10O.

Positions of all 16 atoms, in Å:
C: 2.000 0.125 0.742
C: 1.094 -0.813 0.487
C: -0.394 -0.662 0.606
C: -1.217 -0.856 -0.685
O: -1.785 0.457 -0.579
C: -1.015 0.745 0.599
H: 3.063 -0.072 0.632
H: 1.724 1.124 1.072
H: 0.576 1.588 -2.124
H: 1.431 -1.800 0.165
H: -0.147 1.496 -1.964
H: -0.763 -1.286 1.428
H: -1.986 -1.636 -0.656
H: -0.615 -0.966 -1.598
H: -1.656 0.991 1.453
H: -0.310 1.566 0.424

E_HOMO, eV: -9.753
Lowest unoccupied orbital energy, eV: 1.136
SMILES string: C=CC1COC1.[H][H]
HOMO-LUMO gap, Ha: 0.4002
ΔE to the lowest compared entry with this formula, charge and spin, kcal/mol: 67.2
Max |F|, Eh/bohr: 0.0072